The following is a quantum chemistry calculation of a 2-piece molecular cluster, C7H18NS overall in a non-equilibrium geometry, from the OMol25 dataset.

ORCA input file:
```
! RIJCOSX wB97M-V def2-TZVPD def2/J DEFGRID3
* xyz 1 1
C 3.15 1.56 0.49
C -2.70 -0.34 0.01
C -0.78 -1.01 -1.41
C -0.93 -1.62 1.07
C -0.37 1.67 -0.68
C 2.45 0.24 0.67
C -1.21 -0.56 0.02
N -0.35 0.56 0.28
S 2.63 -1.02 -0.43
H 3.80 1.80 1.39
H 3.69 1.39 -0.45
H 2.38 2.26 0.29
H -3.07 0.55 -0.49
H -3.17 -1.23 -0.44
H -2.99 -0.04 1.03
H -1.69 -0.78 -2.02
H -0.71 -2.14 -1.37
H 0.25 -0.56 -1.81
H -1.39 -2.64 0.95
H 0.12 -1.94 1.16
H -0.98 -1.03 1.99
H -0.88 2.54 -0.31
H 0.74 1.77 -0.99
H -0.91 1.38 -1.61
H 1.89 -0.12 1.58
H -0.54 0.97 1.15
H 1.58 -1.67 -0.04
*
```

HOMO-LUMO gap (alpha / beta), hartree: 0.259 / 0.259
LUMO (alpha / beta), eV: -5.795 / -5.796
F_max, eV/A: 2.98
DFT total energy, eV: -19866.6227
E_HOMO (alpha / beta), eV: -12.853 / -12.853

***

The following is a quantum chemistry calculation of C5H8O as an isolated structure, from the OMol25 dataset.

ORCA input file:
```
! RIJCOSX wB97M-V def2-TZVPD def2/J DEFGRID3
* xyz 0 1
C -1.27 0.42 0.96
C -0.72 0.45 -0.45
C 0.77 0.45 -0.73
C 1.43 -0.43 0.32
O 0.55 -1.53 0.00
C -0.05 -0.76 -1.04
H -1.54 -0.59 1.26
H -2.14 1.07 1.07
H -0.51 0.78 1.67
H -1.27 1.04 -1.18
H 1.26 1.16 -1.39
H 1.31 -0.10 1.36
H 2.48 -0.69 0.14
H -0.32 -1.26 -1.97
*
```

HOMO-LUMO gap, hartree: 0.382
LUMO, eV: 1.120
F_max, eV/A: 0.38
DFT total energy, eV: -7359.8237
E_HOMO, eV: -9.267

***

The following is a quantum chemistry calculation of one molecule with the formula C14H22N4O2S2 in a non-equilibrium geometry, from the OMol25 dataset.

ORCA input file:
```
! RIJCOSX wB97M-V def2-TZVPD def2/J DEFGRID3
* xyz 0 1
C 2.77 1.59 -2.73
S 3.12 1.45 -0.95
C 1.52 1.67 -0.37
N 0.43 1.78 -1.07
N -0.57 1.98 -0.19
C -0.05 1.98 1.00
C -0.77 2.13 2.28
C -1.12 0.74 2.86
C -2.49 0.73 3.53
C -3.04 -0.69 3.74
C -3.97 -1.19 2.63
C -3.31 -1.51 1.28
C -3.27 -0.32 0.32
C -2.59 -0.66 -1.00
C -1.16 -1.00 -0.85
N -0.44 -1.06 0.22
N 0.81 -1.41 -0.14
C 0.79 -1.55 -1.43
S 2.10 -2.01 -2.45
C 3.36 -2.26 -1.16
O -0.42 -1.31 -1.96
O 1.29 1.79 0.96
H 2.39 2.58 -2.94
H 3.70 1.41 -3.25
H 2.03 0.84 -3.01
H -1.69 2.68 2.07
H -0.16 2.70 2.97
H -1.09 0.01 2.06
H -0.36 0.45 3.59
H -3.21 1.29 2.93
H -2.42 1.23 4.50
H -2.21 -1.39 3.85
H -3.61 -0.72 4.67
H -4.77 -0.46 2.48
H -4.44 -2.11 3.00
H -2.30 -1.87 1.46
H -3.87 -2.31 0.80
H -2.75 0.52 0.76
H -4.30 -0.01 0.10
H -3.09 -1.51 -1.49
H -2.65 0.20 -1.68
H 3.00 -3.01 -0.47
H 4.26 -2.59 -1.67
H 3.53 -1.32 -0.65
*
```

HOMO-LUMO gap, hartree: 0.334
SMILES string: CSc1nnc(CCCCCCCCc2nnc(SC)o2)o1
LUMO, eV: 0.574
F_max, eV/A: 1.57
DFT total energy, eV: -46600.0858
E_HOMO, eV: -8.524

***

The following is a quantum chemistry calculation of a 10-piece molecular cluster, C64H59Cl18N3O4P overall in a non-equilibrium geometry, from the OMol25 dataset.

ORCA input file:
```
! RIJCOSX wB97M-V def2-TZVPD def2/J DEFGRID3
* xyz 1 1
C -4.72 0.86 0.36
C -4.91 -0.63 -0.19
O -5.94 -0.61 -1.19
P -5.32 -1.09 -2.71
O -6.45 -0.82 -3.70
C -3.86 -0.05 -3.21
C -4.15 1.52 -3.15
C -3.19 2.36 -4.07
N -1.84 2.61 -3.48
C -1.17 1.76 -2.65
N -1.25 2.03 -1.26
C -0.94 0.71 -0.58
O 0.38 0.38 -0.97
C 0.43 -0.07 -2.31
N -0.50 0.64 -3.23
O -4.98 -2.73 -2.58
C -3.79 -3.11 -3.32
C -2.51 -3.17 -2.35
H -3.75 1.27 -0.07
H -5.57 1.48 -0.06
H -4.78 0.94 1.47
H -3.94 -1.08 -0.57
H -5.19 -1.25 0.72
H -3.66 -0.26 -4.31
H -2.93 -0.27 -2.61
H -4.22 1.90 -2.09
H -5.19 1.63 -3.59
H -3.12 1.86 -5.07
H -3.66 3.38 -4.17
H -1.35 3.46 -3.77
H -2.20 2.35 -1.04
H -1.03 0.85 0.53
H -1.67 -0.10 -0.87
H 1.48 0.14 -2.66
H 0.26 -1.18 -2.44
H -1.15 -0.03 -3.65
H -3.61 -2.52 -4.26
H -3.96 -4.18 -3.65
H -2.71 -2.66 -1.36
H -1.58 -2.79 -2.85
H -2.30 -4.25 -2.08
Cl -2.33 -1.76 1.28
C -1.33 -1.64 2.69
C -0.13 -2.33 2.76
Cl 0.40 -3.31 1.44
C 0.66 -2.23 3.90
C 0.25 -1.44 4.96
C -0.96 -0.75 4.89
C -1.75 -0.85 3.75
H 1.60 -2.77 3.96
H 0.86 -1.37 5.85
H -1.28 -0.13 5.72
H -2.68 -0.31 3.69
Cl -2.57 7.05 -3.77
C -4.29 7.08 -3.58
C -4.93 6.39 -2.56
Cl -4.06 5.46 -1.39
C -6.32 6.44 -2.45
C -7.06 7.18 -3.37
C -6.42 7.88 -4.38
C -5.03 7.83 -4.49
H -6.82 5.90 -1.66
H -8.14 7.21 -3.28
H -6.99 8.46 -5.09
H -4.54 8.37 -5.29
Cl -0.96 2.81 5.57
C 0.07 2.90 6.96
C 1.27 2.21 7.03
Cl 1.85 1.20 5.75
C 2.06 2.31 8.18
C 1.65 3.11 9.24
C 0.45 3.80 9.16
C -0.34 3.70 8.02
H 3.00 1.77 8.25
H 2.26 3.18 10.13
H 0.13 4.43 9.99
H -1.27 4.25 7.96
Cl -5.44 -8.39 -6.94
C -6.18 -7.69 -5.55
C -5.96 -6.37 -5.17
Cl -4.93 -5.32 -6.08
C -6.58 -5.86 -4.03
C -7.43 -6.66 -3.28
C -7.65 -7.98 -3.66
C -7.03 -8.49 -4.79
H -6.42 -4.83 -3.73
H -7.91 -6.26 -2.40
H -8.31 -8.61 -3.07
H -7.21 -9.52 -5.08
Cl 0.28 -2.67 -5.11
C 1.94 -2.71 -4.64
C 2.38 -3.39 -3.51
Cl 1.28 -4.25 -2.48
C 3.72 -3.38 -3.17
C 4.64 -2.71 -3.96
C 4.21 -2.04 -5.10
C 2.86 -2.04 -5.44
H 4.07 -3.90 -2.28
H 5.69 -2.70 -3.70
H 4.92 -1.51 -5.73
H 2.53 -1.52 -6.33
Cl 5.84 7.09 10.40
C 5.51 6.28 8.91
C 5.06 4.97 8.86
Cl 4.79 4.04 10.29
C 4.81 4.36 7.63
C 5.00 5.07 6.45
C 5.44 6.39 6.50
C 5.70 6.99 7.72
H 4.46 3.34 7.59
H 4.81 4.60 5.50
H 5.59 6.94 5.58
H 6.04 8.02 7.75
Cl 0.85 -4.89 -10.30
C -0.87 -5.11 -10.35
C -1.67 -4.88 -9.24
Cl -1.03 -4.35 -7.73
C -3.05 -5.09 -9.33
C -3.61 -5.51 -10.52
C -2.81 -5.73 -11.63
C -1.44 -5.53 -11.54
H -3.68 -4.91 -8.47
H -4.68 -5.67 -10.59
H -3.25 -6.06 -12.57
H -0.81 -5.70 -12.41
Cl 4.27 -1.92 3.41
C 5.08 -3.30 4.06
C 5.00 -3.63 5.41
Cl 4.06 -2.71 6.53
C 5.68 -4.74 5.89
C 6.44 -5.52 5.03
C 6.53 -5.19 3.68
C 5.85 -4.08 3.20
H 5.62 -5.01 6.94
H 6.98 -6.39 5.41
H 7.12 -5.80 3.01
H 5.91 -3.82 2.15
Cl 11.33 7.94 4.77
C 10.63 6.51 5.43
C 9.27 6.41 5.72
Cl 8.17 7.72 5.43
C 8.76 5.23 6.26
C 9.60 4.16 6.51
C 10.96 4.25 6.21
C 11.47 5.43 5.68
H 7.71 5.15 6.49
H 9.20 3.24 6.93
H 11.62 3.41 6.40
H 12.53 5.50 5.45
*
```

HOMO-LUMO gap, hartree: 0.220
LUMO, eV: -4.310
F_max, eV/A: 5.02
DFT total energy, eV: -314673.0311
E_HOMO, eV: -10.301